No. 1
C4H7NO | the ωB97M-V functional and the def2-TZVPD basis

Structure (XYZ):
```
13
Properties=species:S:1:pos:R:3:mulliken_charge:R:1
C 1.415 0.224 -0.419 -1.1598
C -0.367 -0.349 -0.707 -0.1832
O -0.404 -1.681 -1.037 -0.4796
C -1.076 -0.060 0.599 -0.2659
C -1.009 1.354 0.948 0.1262
N -0.929 2.479 1.200 -0.4170
H 2.078 0.049 -1.288 0.3163
H 1.507 1.285 -0.119 0.3727
H 1.648 -0.448 0.385 0.3559
H 0.138 0.365 -1.339 0.3746
H -0.282 -2.199 -0.221 0.3196
H -0.590 -0.644 1.406 0.2626
H -2.130 -0.375 0.593 0.3777
```

Energy relative to the best compared isomer or geometry (same formula, charge and spin) ... 90.6 kcal/mol
Charge ... 0
Orbital gap ... 9.516 eV
LUMO level ... 0.6 eV
SMILES ... C[C@@H](O)CC#N

No. 2
C30H70N7O13PSSi2 | the ωB97M-V functional and the def2-TZVPD basis

Structure (XYZ):
```
124
Properties=species:S:1:pos:R:3:mulliken_charge:R:1
C 0.916 -0.328 -1.882 -0.5775
C 0.567 0.387 -0.760 0.1214
C -0.483 0.002 0.208 0.2385
O -0.446 0.241 1.391 -0.6118
O -1.521 -0.601 -0.398 -0.2176
C -2.822 -0.254 0.098 -0.8726
C -3.836 -0.135 -1.060 -0.1655
C -3.202 -0.422 -2.415 0.5989
C -4.142 -0.297 -3.624 -1.3722
C -5.057 0.940 -3.683 -0.1898
C -4.531 2.049 -4.635 -0.8860
Si -3.959 3.642 -3.811 0.3969
C -5.548 4.593 -3.338 -0.6284
O -5.821 4.417 -1.927 -0.0424
N -6.881 3.544 -1.741 -0.0594
O -6.907 3.142 -0.643 -0.2285
O -3.188 4.643 -4.928 -0.8516
Si -1.615 4.426 -5.327 0.5732
N -1.286 5.385 -6.725 -0.6835
C -1.204 2.630 -5.728 0.0154
O 0.236 2.560 -5.741 -0.3586
C 0.813 1.406 -6.176 0.6812
C 0.027 0.121 -6.110 -0.8498
O 1.947 1.439 -6.554 -0.5917
N -0.536 5.023 -4.064 -0.2035
C -0.742 6.154 -3.697 0.3821
S -0.918 7.662 -3.307 -0.3416
P -2.932 3.284 -1.823 0.5022
O -1.412 2.656 -2.031 -0.2634
O -2.735 4.707 -1.059 -0.4890
H 1.386 -1.299 -1.750 0.3122
H 0.710 0.071 -2.871 0.0501
H 1.110 1.303 -0.534 0.4317
H -3.169 -0.961 0.851 0.3301
H -2.741 0.710 0.600 0.4099
H -4.244 0.872 -1.001 -0.1911
H -4.648 -0.851 -0.919 0.5515
H -2.856 -1.457 -2.391 0.6813
H -2.309 0.182 -2.593 -0.6925
H -3.505 -0.254 -4.513 0.3502
H -4.731 -1.207 -3.740 0.4270
H -5.258 1.371 -2.703 -0.0554
H -6.025 0.613 -4.064 0.4039
H -3.810 1.658 -5.353 0.5818
H -5.381 2.403 -5.229 0.5127
H -6.405 4.244 -3.915 0.4519
H -5.360 5.658 -3.469 0.3098
H -0.451 5.949 -6.623 0.2485
H -1.155 4.801 -7.544 0.2737
H -1.573 2.402 -6.732 0.6812
H -1.585 1.894 -5.015 -0.3877
H 0.651 -0.678 -6.492 0.3118
H -0.274 -0.122 -5.090 0.1179
H -0.884 0.178 -6.707 0.3573
H -1.315 2.128 -2.830 0.1407
H -2.739 5.489 -1.626 0.3016
C 6.783 1.470 -0.575 -1.4817
C 6.446 0.027 -0.938 0.1609
C 5.669 -0.117 -2.252 -0.7820
O 4.301 0.226 -2.171 -0.2106
C 4.016 1.610 -2.263 -0.5558
N 5.740 -0.592 0.189 -0.5728
H 5.918 2.002 -0.180 0.3057
H 7.552 1.490 0.196 0.3531
H 7.160 2.018 -1.441 0.3522
H 7.392 -0.507 -1.073 0.4225
H 5.684 -1.172 -2.539 0.3109
H 6.156 0.441 -3.063 0.4353
H 4.706 2.125 -2.937 0.3508
H 4.044 2.083 -1.278 0.2408
H 3.004 1.716 -2.653 0.0804
H 5.608 -1.581 -0.011 0.3254
H 4.796 -0.212 0.200 0.2426
C 5.616 -4.484 4.024 -1.3858
C 5.850 -3.126 3.369 0.6424
C 6.037 -1.980 4.372 -0.7692
O 4.846 -1.531 4.988 -0.4060
C 4.404 -2.298 6.089 -0.6221
N 4.761 -2.858 2.426 -0.7004
H 4.600 -4.590 4.403 0.0284
H 5.764 -5.282 3.297 0.3356
H 6.310 -4.651 4.850 0.3730
H 6.779 -3.193 2.794 0.4173
H 6.425 -1.116 3.827 0.3571
H 6.783 -2.243 5.134 0.4227
H 5.246 -2.696 6.665 0.3028
H 3.759 -3.123 5.774 0.2021
H 3.819 -1.642 6.732 0.2663
H 4.976 -2.003 1.921 0.2342
H 3.935 -2.625 2.971 0.3290
C 3.859 -10.514 3.823 -1.3976
C 5.120 -9.659 3.898 0.3146
C 5.068 -8.575 4.983 -0.7580
O 4.274 -7.452 4.660 -0.2255
C 2.886 -7.604 4.880 -0.7461
N 5.393 -9.103 2.571 -0.7217
H 3.042 -9.989 3.329 0.2846
H 4.055 -11.418 3.247 0.3554
H 3.524 -10.815 4.818 0.3418
H 5.951 -10.322 4.159 0.4025
H 6.080 -8.182 5.116 0.3433
H 4.759 -8.995 5.949 0.4011
H 2.683 -8.232 5.753 0.3338
H 2.383 -8.024 4.005 0.2636
H 2.471 -6.612 5.056 0.2192
H 6.289 -8.624 2.584 0.2761
H 4.717 -8.363 2.398 0.3208
C -6.591 6.358 3.565 -1.4920
C -7.191 5.341 2.599 0.4006
C -8.330 4.510 3.207 -0.6631
O -7.916 3.489 4.093 -0.3822
C -7.641 3.906 5.415 -0.6553
N -6.117 4.503 2.064 -0.5460
H -5.926 5.886 4.288 0.2864
H -6.000 7.089 3.015 0.3577
H -7.370 6.896 4.111 0.3522
H -7.626 5.899 1.762 0.3785
H -8.844 3.994 2.392 0.3090
H -9.073 5.157 3.695 0.4235
H -8.309 4.715 5.727 0.3014
H -6.603 4.227 5.529 0.2312
H -7.801 3.049 6.068 0.2585
H -6.493 3.900 1.338 0.1839
H -5.830 3.865 2.802 0.3078
```

Charge ... 0
Orbital gap ... 7.688 eV
LUMO level ... -0.5 eV

No. 3
C3H5BrN3O2 | the ωB97M-V functional and the def2-TZVPD basis

Structure (XYZ):
```
14
Properties=species:S:1:pos:R:3:mulliken_charge:R:1
C 1.087 0.909 0.409 -0.4365
C -0.241 0.980 0.522 -0.0785
C -1.083 0.119 -0.303 0.0441
N 0.594 -0.812 -1.215 -0.7002
N -1.789 -0.951 0.454 1.0021
N 1.601 -0.017 -0.621 0.1889
O -2.909 -0.665 0.735 -0.4488
O -1.147 -1.920 0.734 -0.5432
Br -1.129 2.073 1.786 0.0440
H 1.803 1.490 0.964 0.4910
H -1.648 0.532 -1.133 0.3263
H 0.468 -1.706 -0.727 0.3486
H 2.019 0.543 -1.389 0.3659
H 2.375 -0.576 -0.215 0.3962
```

Energy relative to the best compared isomer or geometry (same formula, charge and spin) ... 126.0 kcal/mol
Charge ... +1
Orbital gap ... 9.214 eV
LUMO level ... -5.6 eV

No. 4
C22H20BrFN2O4S | the ωB97M-V functional and the def2-TZVPD basis

Structure (XYZ):
```
51
Properties=species:S:1:pos:R:3:mulliken_charge:R:1
O -2.665 -3.544 0.875 -0.6834
C -1.773 -2.710 0.799 0.5741
C -0.433 -3.130 0.341 0.4020
C -0.130 -4.212 -0.446 -0.6940
C 1.272 -4.219 -0.593 -0.7429
C 1.735 -3.159 0.139 0.4895
C 3.065 -2.545 0.267 -0.8770
S 3.054 -1.140 -0.944 1.3506
O 1.912 -0.315 -0.662 -0.5886
O 3.185 -1.692 -2.262 -0.6950
C 4.544 -0.216 -0.544 0.0196
C 4.476 0.799 0.392 -0.3887
C 5.626 1.491 0.729 -0.5642
C 6.822 1.142 0.117 0.1365
Br 8.404 2.081 0.579 -0.1781
C 6.890 0.126 -0.826 -0.5334
C 5.734 -0.559 -1.156 -0.3918
O 0.706 -2.499 0.704 -0.2871
N -1.965 -1.416 1.147 0.1368
C -1.126 -0.278 0.847 -0.2744
C -1.824 0.612 -0.184 -0.7830
N -3.124 1.020 0.311 0.3327
C -3.685 2.215 -0.112 0.2173
C -4.993 2.312 -0.597 -0.2470
C -5.548 3.528 -0.950 -0.8190
C -4.818 4.697 -0.844 -0.4209
C -3.520 4.638 -0.364 -0.6342
C -2.982 3.423 -0.001 0.5154
F -1.721 3.427 0.507 -0.3031
C -3.969 -0.124 0.570 -0.7378
C -3.277 -1.014 1.606 -1.3207
H -0.835 -4.898 -0.867 0.5524
H 1.862 -4.913 -1.155 0.5063
H 3.867 -3.214 -0.022 0.4532
H 3.226 -2.104 1.247 0.4178
H 3.521 1.048 0.828 0.4162
H 5.599 2.290 1.452 0.4261
H 7.831 -0.119 -1.294 0.4285
H 5.737 -1.343 -1.897 0.4364
H -0.157 -0.573 0.453 0.2571
H -0.977 0.292 1.770 0.0132
H -1.196 1.476 -0.385 0.6010
H -1.938 0.044 -1.122 0.1528
H -5.582 1.417 -0.716 0.3980
H -6.561 3.556 -1.323 0.3832
H -5.248 5.645 -1.125 0.3752
H -2.919 5.527 -0.251 0.4235
H -4.154 -0.712 -0.343 0.3268
H -4.922 0.212 0.980 0.6035
H -3.161 -0.455 2.541 0.3281
H -3.865 -1.916 1.783 0.4907
```

Energy relative to the best compared isomer or geometry (same formula, charge and spin) ... 0.1 kcal/mol
Charge ... 0
Orbital gap ... 7.954 eV
LUMO level ... 0.0 eV
SMILES ... O=C(c1ccc(CS(=O)(=O)c2ccc(Br)cc2)o1)N1CCN(c2ccccc2F)CC1